No. 1
DFT (ωB97M-V with the def2-TZVPD basis set) results for C12H19NSi in the gas phase.

Its frontier orbital gap (spin up / spin down) is 6.65 / 8.48 eV. Its LUMO energy (spin up / spin down) is 0.90 / -0.86 eV. Its multiplicity is 3.

Each line ends with the Mulliken spin population.
Atoms and positions in Å:
C  3.1321  0.9031  1.2239  -0.079
C  2.9355  -0.4766  1.6505  0.253
C  2.4972  1.4100  0.1832  0.131
C  1.9918  -1.2629  1.0073  -0.096
C  1.5128  0.6234  -0.5815  -0.038
C  1.3258  -0.7166  -0.1364  0.205
C  1.0263  1.2376  -1.7236  0.606
C  -0.9845  -1.2236  -0.5014  0.673
C  0.6195  -2.5605  -1.5040  0.047
C  -3.4472  -0.2884  1.1235  0.028
C  -2.3491  1.4736  -1.0722  0.058
C  -0.5656  1.0142  1.4798  0.016
N  0.2922  -1.4795  -0.6142  0.231
Si  -1.8631  0.2583  0.2724  -0.099
H  4.0108  1.3619  1.6293  -0.002
H  3.4050  -0.8166  2.5939  0.013
H  2.6380  2.4784  -0.1083  0.001
H  1.4938  -2.2434  1.2820  -0.003
H  0.1618  0.8087  -2.3116  0.023
H  1.1221  2.3045  -1.8632  -0.004
H  -1.6104  -1.8923  -1.0985  0.060
H  0.4095  -2.2689  -2.5958  -0.008
H  1.6895  -2.7467  -1.3930  -0.002
H  0.0955  -3.5254  -1.2980  0.000
H  -3.8645  0.4461  1.7384  -0.001
H  -4.2096  -0.2012  0.2954  -0.005
H  -3.4194  -1.1994  1.7454  0.006
H  -1.9998  2.5018  -0.9999  0.000
H  -1.7337  1.1280  -2.0285  -0.013
H  -3.4204  1.5573  -1.3179  0.003
H  0.0578  1.5180  0.6682  -0.008
H  -0.9638  1.7227  2.2476  0.001
H  0.0140  0.1543  2.0071  0.005

=====

No. 2
DFT (ωB97M-V with the def2-TZVPD basis set) results for C12H20AlBeBrCaCsF7N3O9 as an isolated structure.

The net charge is +1. Its frontier orbital gap is 2.80 eV. Its LUMO energy is -7.32 eV. Its multiplicity is 1.

Each line ends with the Löwdin charge.
Atoms and positions in Å:
O  -1.7147  4.3940  4.0891  -0.469
N  -0.5684  4.3836  4.5120  0.031
O  0.3558  4.4257  3.4081  -0.188
C  0.4134  3.1126  2.7886  -0.190
N  1.6635  3.0490  1.9405  -0.137
C  1.4655  3.6747  0.6313  -0.067
O  1.4566  5.0562  0.9579  0.121
C  0.3299  5.7086  0.7448  -0.679
F  0.0221  6.0056  -0.4979  0.246
F  0.3840  6.8503  1.4494  0.170
F  -0.7311  4.9743  1.2838  0.073
H  0.3864  2.3632  3.6129  0.119
H  -0.4114  2.9751  2.1148  0.124
H  2.4284  3.6225  2.4587  0.110
H  1.9488  1.9492  1.8114  0.074
H  2.3193  3.4711  0.0066  0.165
H  0.5574  3.2780  0.1971  0.154
O  0.7962  1.0343  1.5378  -0.321
H  0.8063  0.8382  0.5855  -0.082
C  3.0886  4.2021  5.1840  -0.896
O  3.4923  4.1295  3.8996  -0.277
O  3.5528  4.8766  6.0664  0.061
O  2.0664  3.3665  5.4877  -0.295
C  1.2886  -1.5056  -3.7459  -0.534
C  1.3637  -2.2547  -2.4353  -0.201
C  0.1237  -2.0497  -1.5680  -0.147
C  -0.1003  -0.6676  -1.1820  -0.173
N  -0.3629  0.3590  -0.7444  0.186
H  1.2380  -0.4284  -3.5794  0.108
H  2.1402  -1.6887  -4.3498  -0.220
H  0.4282  -1.7956  -4.3164  -0.081
H  2.2549  -1.9372  -1.8911  0.128
H  1.4779  -3.3186  -2.6461  0.110
H  0.1945  -2.6240  -0.6425  0.142
H  -0.7566  -2.3922  -2.1059  0.109
Be  -1.4568  6.0123  2.9313  0.985
O  0.4066  -5.0289  -4.4386  0.075
C  -0.6753  -5.2237  -3.9380  -0.486
O  -1.3050  -4.2803  -3.2306  0.000
C  -2.5305  -4.8111  -2.6448  -0.107
C  -2.8779  -6.0093  -3.5222  -0.134
C  -1.4903  -6.4990  -3.9560  -0.057
H  -2.3233  -5.0847  -1.6113  0.140
H  -3.2910  -4.0373  -2.6504  0.133
H  -3.4736  -6.7559  -3.0054  0.124
H  -3.4383  -5.6797  -4.3972  0.120
H  -1.0571  -7.1970  -3.2382  0.140
H  -1.4881  -6.9400  -4.9481  0.129
F  -2.8240  -2.4785  3.4123  -0.169
Al  -1.9857  -1.7098  2.1992  -0.252
F  -2.4612  -0.0970  2.1378  -0.206
F  -2.2990  -2.4401  0.7027  -0.190
F  -0.3382  -1.8003  2.5069  -0.189
Ca  2.6577  2.0603  3.8721  1.587
Br  -2.6837  2.4645  4.7184  0.489
Cs  1.5365  -1.9023  -5.9631  1.594

=====

No. 3
DFT (ωB97M-V with the def2-TZVPD basis set) results for C12H20AlF4N3O2 as an isolated structure.

Its frontier orbital gap is 6.47 eV. Its LUMO energy is -3.55 eV. Its multiplicity is 1.

Each line ends with the natural charge from an NBO analysis.
Atoms and positions in Å:
C  4.5442  -0.9826  0.5430  -0.681
C  2.9304  -0.7642  0.7071  -0.097
O  2.1881  -0.5425  -0.5396  -0.536
C  2.6875  0.6004  -1.3117  -0.080
C  2.9416  1.9752  -0.4591  -0.519
C  1.5711  2.4310  0.3136  0.138
C  1.4460  3.1411  1.7800  -0.037
N  0.2824  3.5932  2.5691  -0.137
N  -0.9505  3.3692  2.0508  -0.312
C  -1.0913  2.7094  0.7263  0.289
C  -2.6704  2.4654  0.2269  -0.553
C  -2.8223  1.1772  -0.7971  0.685
O  -3.0666  1.4789  -2.0937  -0.563
N  -2.6412  -0.2180  -0.2428  -0.512
C  -3.8901  -0.7296  0.4610  -0.427
C  -2.1696  -1.2122  -1.2794  -0.474
C  0.0395  2.1838  -0.3238  -0.193
H  5.0165  -0.7945  1.6234  0.223
H  4.8572  -2.1026  0.2770  0.249
H  5.0865  -0.2351  -0.1739  0.208
H  2.5057  -1.7821  1.1649  0.241
H  2.6904  0.0534  1.5441  0.159
H  3.6668  0.2719  -1.8968  0.219
H  1.8791  0.8058  -2.1655  0.207
H  3.1984  2.8221  -1.2606  0.278
H  3.8148  1.8604  0.3332  0.261
H  2.5014  3.3485  2.3031  0.257
H  -1.8015  3.6804  2.6008  0.460
H  -3.1549  3.4606  -0.2007  0.283
H  -3.2937  2.1907  1.2023  0.244
H  -3.5177  -1.6177  1.1661  0.252
H  -4.6076  -1.1372  -0.3745  0.221
H  -4.3339  0.1502  1.0959  0.193
H  -2.5249  -2.2858  -0.8997  0.270
H  -2.6367  -1.0822  -2.3452  0.229
H  -0.9889  -1.2984  -1.3702  0.232
H  -0.1478  1.6964  -1.3805  0.318
F  -2.6754  -6.9718  -1.3089  -0.794
Al  -1.5076  -5.7362  -0.7147  2.198
F  -2.0553  -5.1120  0.8833  -0.802
F  -1.4210  -4.3765  -1.8926  -0.804
F  0.1213  -6.4844  -0.5408  -0.796

=====

No. 4
DFT (ωB97M-V with the def2-TZVPD basis set) results for a 2-piece molecular cluster, C12H20BNO7 overall.

The SMILES is CC(=O)OC(=O)CBN(C(C)=O)C(C)=O.CCOC(C)=O. Its frontier orbital gap is 10.03 eV. Its LUMO energy is -0.02 eV. Its multiplicity is 1.

Each line ends with the natural charge from an NBO analysis.
Atoms and positions in Å:
C  0.0290  -4.9477  0.9515  -0.730
C  -1.1028  -5.0998  -0.0198  0.813
O  -1.8996  -5.9792  -0.0085  -0.487
O  -1.1776  -4.0607  -0.9662  -0.574
C  -0.4644  -4.2911  -2.1199  0.817
O  -0.3015  -5.3979  -2.5474  -0.547
C  0.0959  -3.0647  -2.7933  -0.912
B  0.4570  -1.7735  -1.9885  0.810
N  0.1801  -1.5582  -0.5531  -0.814
C  -1.2629  -1.3827  -0.3818  0.774
C  -1.8251  -1.6650  0.9759  -0.716
O  -1.9179  -1.0611  -1.3392  -0.540
C  0.8571  -0.4419  -0.0070  0.728
C  2.3605  -0.4292  -0.1406  -0.719
O  0.2616  0.4413  0.5789  -0.588
H  0.9718  -4.8855  0.4014  0.238
H  -0.0853  -4.0335  1.5387  0.242
H  0.0177  -5.8169  1.6077  0.248
H  1.0175  -3.4136  -3.2747  0.282
H  -0.5740  -2.8010  -3.6224  0.300
H  1.0275  -0.9099  -2.5836  -0.080
H  -2.5665  -0.9086  1.2271  0.254
H  -1.0476  -1.6567  1.7420  0.228
H  -2.2766  -2.6609  0.9597  0.247
H  2.7527  -1.3498  -0.5694  0.221
H  2.7702  -0.2832  0.8616  0.255
H  2.6424  0.4324  -0.7473  0.251
C  -1.1970  5.9559  0.3316  -0.637
C  0.3031  5.8841  0.1341  -0.068
O  1.0079  5.7639  1.3712  -0.508
C  1.1796  4.5825  2.0051  0.794
C  0.4751  3.3458  1.4988  -0.741
O  1.8662  4.5615  2.9890  -0.575
H  -1.5884  5.0469  0.7879  0.210
H  -1.6984  6.1023  -0.6256  0.218
H  -1.4474  6.7900  0.9871  0.219
H  0.5892  5.0835  -0.5499  0.173
H  0.6649  6.8155  -0.2985  0.196
H  -0.4157  3.1845  2.1045  0.245
H  1.1361  2.4978  1.6301  0.257
H  0.1853  3.3844  0.4528  0.216

=====

No. 5
DFT (ωB97M-V with the def2-TZVPD basis set) results for a 6-piece molecular cluster, C12H20Cl10N2O2PS overall.

The net charge is +1. Its frontier orbital gap is 8.70 eV. Its LUMO energy is -3.16 eV. Its multiplicity is 1.

Each line ends with the natural charge from an NBO analysis.
Atoms and positions in Å:
C  -3.0078  -2.1422  1.0015  -0.131
C  -2.4569  -3.1382  0.6284  -0.100
C  -1.6712  -4.2865  0.1638  -0.276
N  -0.5927  -4.5428  1.1512  -0.279
C  -0.6773  -4.3396  2.4525  0.275
N  0.4961  -4.6507  2.9886  -0.446
C  1.3477  -5.0636  1.9909  -0.273
P  3.0550  -5.5437  2.3938  1.781
O  3.6934  -6.1440  1.0508  -0.946
O  3.7977  -4.1533  2.6935  -0.968
S  3.0902  -6.7968  3.8154  -0.482
C  0.6756  -5.0030  0.8011  0.193
C  1.1002  -5.3144  -0.5887  -0.675
H  -3.2494  -1.1467  1.2895  0.263
H  -2.3074  -5.1618  0.0458  0.261
H  -1.1791  -3.9833  -0.7576  0.256
H  -1.5150  -3.9675  3.0179  0.269
H  0.7146  -4.5980  3.9749  0.469
H  3.9059  -5.4056  0.4562  0.502
H  3.3477  -3.4405  2.2040  0.508
H  1.4976  -4.4093  -1.0582  0.246
H  0.2744  -5.6672  -1.2042  0.251
H  1.8786  -6.0714  -0.6110  0.274
C  -1.5646  1.7227  -0.6935  -0.394
Cl  -2.4105  2.6042  -1.9701  -0.015
Cl  -2.3156  0.1393  -0.3865  -0.051
H  -0.5358  1.5677  -0.9963  0.224
H  -1.6002  2.3074  0.2177  0.240
C  -1.6074  5.6452  -0.2037  -0.397
Cl  -0.4468  6.6433  -1.0830  -0.017
Cl  -0.8051  4.6739  1.0452  -0.044
H  -2.3389  6.2904  0.2690  0.232
H  -2.0964  4.9780  -0.9027  0.232
C  4.8243  -0.9343  3.2396  -0.394
Cl  3.7631  -1.0182  1.8069  -0.068
Cl  5.4798  0.6798  3.4537  0.021
H  4.2412  -1.1987  4.1136  0.225
H  5.6397  -1.6343  3.1009  0.233
C  -2.3559  9.1076  -3.0027  -0.399
Cl  -1.5552  10.5833  -3.5526  -0.023
Cl  -3.7999  9.4557  -2.0394  -0.035
H  -2.6487  8.5271  -3.8689  0.224
H  -1.6657  8.5462  -2.3853  0.224
C  -1.6358  5.1187  -4.8441  -0.396
Cl  -0.8078  6.5804  -5.3851  -0.011
Cl  -3.0861  5.4977  -3.9021  -0.033
H  -1.9302  4.5408  -5.7120  0.226
H  -0.9599  4.5462  -4.2190  0.222

=====

Question: Which formula does entry 2 have?
Answer: C12H20AlBeBrCaCsF7N3O9